ORCA calculation (wB97M-V/def2-TZVPD) on the ion C22H43BClN6O10S with charge +1 at a distorted geometry.

Values from the calculation:
- total energy (eV) = -76953.8544
- F_max (eV/A) = 2.8
- LUMO energy (eV) = -2.77
- structure (SMILES) = CCNN1[C@H](COCCOCC)[C@@H](Cl)[N@H+](CC(=O)OC(C)=O)[C@@](CC(=O)OC(C)=O)(CC(N)(N)N)[C@]1(S)B(O)OC
- total charge = +1
- 2S+1 = 1

Cartesian coordinates (Å):
C: -2.03330 -3.93895 2.54343
C: -1.51588 -3.43256 1.19520
N: -1.82590 -2.03654 0.98710
N: -0.88091 -1.22929 0.42624
C: 0.25899 -0.81546 1.21545
C: -0.08272 -0.86400 2.70627
O: 0.91652 -0.27248 3.48912
C: 0.48922 0.82164 4.26541
C: -0.12075 0.35130 5.57533
O: 0.79438 -0.44495 6.27102
C: 1.38050 0.18080 7.40363
C: 2.62862 0.98545 7.03783
C: 0.82945 0.57462 0.91269
Cl: 2.57862 0.61346 1.20618
N: 0.61300 1.12229 -0.46544
C: 0.12731 2.53876 -0.46820
C: 1.03389 3.44219 -1.25559
O: 0.63123 4.16801 -2.13671
O: 2.32603 3.33098 -0.86981
C: 3.16866 3.16743 -2.02459
C: 3.88007 4.37714 -2.48779
O: 3.22354 2.06362 -2.52812
C: -0.03827 0.14313 -1.46209
C: -0.37376 0.99083 -2.70740
C: -0.65783 0.30858 -4.02856
O: 0.24677 0.08927 -4.81004
O: -1.95064 0.13762 -4.35219
C: -2.23081 -0.84418 -5.33279
C: -2.09400 -0.45348 -6.75926
O: -2.62617 -1.93693 -4.98048
C: 1.18130 -0.75813 -1.86504
C: 1.13004 -2.22177 -2.27319
N: 2.60391 -2.54900 -2.40162
N: 0.66949 -3.13943 -1.25862
N: 0.45069 -2.48753 -3.53295
C: -1.24639 -0.49981 -0.78525
S: -2.15165 -1.68993 -1.83681
B: -2.44259 0.52221 -0.39996
O: -2.71242 0.81723 0.93577
O: -3.21047 1.10653 -1.36549
C: -3.84127 2.34294 -1.01960
H: -2.40636 -4.94651 2.48229
H: -2.75451 -3.26483 2.98136
H: -1.20589 -3.96437 3.24023
H: -0.44215 -3.56507 1.17562
H: -1.92442 -4.06829 0.41703
H: -2.43720 -1.62127 1.67326
H: 1.07451 -1.52715 1.08124
H: -1.06021 -0.42017 2.87076
H: -0.18098 -1.89537 3.00401
H: 1.32668 1.46724 4.48775
H: -0.24623 1.42786 3.73024
H: -1.00772 -0.23258 5.35252
H: -0.44975 1.21275 6.14871
H: 0.65635 0.79168 7.92400
H: 1.66367 -0.62464 8.06444
H: 2.39822 2.04236 7.03977
H: 3.02450 0.66921 6.08751
H: 3.38876 0.83235 7.78966
H: 0.43849 1.23754 1.66374
H: 1.56580 1.22541 -0.83824
H: -0.88656 2.70241 -0.78961
H: 0.17521 2.94166 0.53680
H: 3.96093 4.32601 -3.55794
H: 3.35964 5.27114 -2.19049
H: 4.87184 4.40877 -2.06320
H: 0.53213 1.53342 -2.92327
H: -1.19355 1.67203 -2.53171
H: -2.68086 -1.10942 -7.37122
H: -2.28299 0.59388 -6.93598
H: -1.05444 -0.62268 -7.01188
H: 1.66613 -0.24067 -2.68307
H: 1.92836 -0.75496 -1.08392
H: 2.99059 -1.95134 -3.12345
H: 2.61262 -3.46767 -2.82450
H: 1.39893 -3.78261 -1.01058
H: -0.15833 -3.63929 -1.53689
H: 0.22852 -3.46257 -3.64158
H: 0.99888 -2.20618 -4.33018
H: -3.00349 -0.88762 -2.48056
H: -1.96773 1.29483 1.29987
H: -4.17756 2.79764 -1.93679
H: -4.70811 2.18748 -0.40056
H: -3.15819 3.03795 -0.54831

=====

ORCA calculation (wB97M-V/def2-TZVPD) on a cluster of 4 separate species, C22H43BFNO14 in total at a distorted geometry.

Values from the calculation:
- total energy (eV) = -57063.2571
- F_max (eV/A) = 1.2
- LUMO energy (eV) = 0.26
- structure (SMILES) = CCOCCOC[C@H]1C(=O)N[C@@H](CB(O)O)[C@H]1F.CCOC(=O)OC.CCOC(=O)OC.CCOC(=O)OC
- total charge = 0
- 2S+1 = 1

Cartesian coordinates (Å):
C: -3.45158 1.73235 -3.07034
C: -3.84853 1.79711 -4.53412
O: -3.00540 0.98479 -5.32276
C: -2.41659 1.59718 -6.44098
C: -1.01636 1.05870 -6.62557
O: -0.14171 1.56997 -5.63915
C: 0.19637 0.60364 -4.66277
C: 1.07808 1.23847 -3.60066
C: 0.30910 2.33852 -2.86872
O: 0.11072 3.48384 -3.23314
N: -0.16542 1.76835 -1.68676
C: 0.87274 0.84330 -1.22749
C: 0.57104 0.00319 0.00347
B: -0.59405 -1.06033 -0.20505
O: -1.92019 -0.77202 -0.09551
O: -0.24388 -2.37173 -0.50599
C: 1.39122 0.18541 -2.48975
F: 0.81982 -1.05374 -2.76534
H: -2.53553 2.28941 -2.89148
H: -4.24611 2.20414 -2.49041
H: -3.35249 0.70563 -2.72957
H: -4.88667 1.47089 -4.63283
H: -3.82207 2.84140 -4.84737
H: -2.97643 1.37657 -7.35775
H: -2.34975 2.68128 -6.33919
H: -0.65456 1.33027 -7.61616
H: -1.07426 -0.03067 -6.56516
H: 0.75928 -0.19745 -5.14366
H: -0.70215 0.21693 -4.18578
H: 2.01015 1.64418 -3.98084
H: -0.45949 2.42843 -0.98160
H: 1.73392 1.46510 -0.93422
H: 0.30386 0.68785 0.81345
H: 1.48715 -0.49919 0.30386
H: -2.09245 0.06533 0.33273
H: -0.48321 -2.57248 -1.41388
H: 2.46365 0.01940 -2.43419
C: 7.99133 -1.61009 0.65883
C: 6.97057 -0.60265 1.14146
O: 5.66444 -0.87539 0.60986
C: 4.99054 -1.84465 1.22380
O: 5.36994 -2.47127 2.17864
O: 3.82696 -1.99221 0.59736
C: 2.97998 -3.02574 1.11419
H: 7.98961 -1.66092 -0.43042
H: 8.98820 -1.32615 0.99512
H: 7.76931 -2.60513 1.04210
H: 7.21914 0.39406 0.78264
H: 6.92529 -0.56745 2.22925
H: 2.81955 -2.89952 2.18218
H: 3.40871 -4.00565 0.91090
H: 2.03129 -2.93080 0.59186
C: 5.44922 -4.86000 5.04104
C: 4.14442 -4.10052 4.95633
O: 3.03229 -4.90797 5.38195
C: 2.87824 -5.01981 6.69664
O: 3.54840 -4.48855 7.54167
O: 1.82853 -5.81062 6.92341
C: 1.56341 -6.05303 8.30601
H: 5.37918 -5.79722 4.48753
H: 6.25584 -4.26174 4.61902
H: 5.69662 -5.09871 6.07507
H: 3.93550 -3.83703 3.92377
H: 4.17889 -3.17959 5.53710
H: 1.48287 -5.11896 8.85694
H: 2.34790 -6.67226 8.73799
H: 0.61704 -6.58401 8.34561
C: -6.07505 6.58746 1.68353
C: -6.27620 6.43231 0.19174
O: -6.17829 5.05940 -0.21622
C: -7.26416 4.32256 0.00192
O: -8.30164 4.70546 0.47216
O: -7.00688 3.08105 -0.40786
C: -8.07362 2.15475 -0.18908
H: -5.13327 6.13054 1.98940
H: -6.05638 7.64319 1.95299
H: -6.87898 6.10501 2.23786
H: -5.48824 6.94626 -0.35497
H: -7.23247 6.84418 -0.12828
H: -9.00561 2.52845 -0.60606
H: -8.19264 1.96105 0.87562
H: -7.78802 1.23789 -0.69596